The following is a quantum chemistry calculation of 4 unconnected molecules or ions with the total composition C4H16NO3, from the OMol25 dataset.

Last column: Mulliken charge in e.
CARTESIAN COORDINATES (ANGSTROEM)
O  3.12210  -0.30091  -0.84627  -0.63
O  -0.49617  -1.87283  -2.16558  -0.63
O  -0.67875  -2.87244  1.59734  -0.62
N  0.37378  0.44304  -0.57995  -0.11
C  -0.59771  1.44379  1.45678  -0.41
C  -0.81429  0.79587  0.18996  0.59
C  0.08455  2.86153  1.26399  -1.12
C  -2.05043  0.76315  -0.45333  -0.75
H  0.86580  1.29986  -0.87018  0.44
H  -0.14689  3.36902  0.33072  0.40
H  0.11267  0.85022  2.05438  0.35
H  1.17069  2.78418  1.37070  0.39
H  -2.16360  0.32988  -1.44269  0.26
H  3.54196  -0.97742  -0.30792  0.33
H  -0.91909  -3.06789  2.50862  0.32
H  -1.30793  -1.74285  -2.63617  0.30
H  -1.46879  1.56464  2.09185  0.44
H  3.81142  0.25131  -1.22871  0.32
H  1.05573  -0.00332  0.06525  0.51
H  -0.17000  -3.62887  1.29058  0.32
H  -0.14533  3.49548  2.12026  0.35
H  0.01053  -2.58386  -2.57104  0.30
H  0.28113  -0.32207  -1.28408  0.29
H  -2.99211  1.06714  -0.01254  0.35

The net charge is +2. The gap between HOMO and LUMO (alpha / beta) comes out at 8.2 / 4.4 eV. Its largest force on an atom is 1.87 eV/A. The calculation puts the relative energy (zero: lowest compared OMol25 entry of this formula, charge and spin) at 145.0 kJ/mol. As for the multiplicity: 2.

***

The following is a quantum chemistry calculation of a molecular structure, C15H36B3N2O4, from the OMol25 dataset.

Last column: Mulliken charge in e.
CARTESIAN COORDINATES (ANGSTROEM)
O  -2.91417  0.02167  -2.53498  -0.38
O  -2.22872  3.99403  -1.08878  -0.32
O  -1.10579  1.56495  -2.33847  -0.35
O  -2.85798  1.98396  -3.86104  -0.28
N  3.04936  -1.26253  2.14264  0.30
N  -5.84782  0.12385  -2.35048  -0.33
C  1.45265  -1.42242  -0.74873  -0.02
C  3.67166  -2.50724  1.56268  -0.60
C  -3.29996  4.81582  -0.66873  -0.75
C  4.17928  -0.76304  3.04318  -0.67
C  1.59968  -0.25040  0.21904  -0.47
C  1.84506  -1.53778  3.02555  -0.63
C  -0.57500  -2.00457  2.16357  -1.21
C  2.81668  -0.17137  1.12433  -1.20
C  -6.11145  0.59979  -0.98268  -0.89
C  5.48847  -1.08802  2.32453  -0.63
C  2.54563  -1.48596  -1.81390  -1.47
C  0.80444  -2.56262  2.54217  -0.48
C  -5.17238  1.18934  -3.13979  -0.86
C  5.11219  -2.13052  1.25703  -0.70
C  -2.02790  4.00522  -2.51046  -0.56
B  -1.95879  2.48884  -2.93614  0.49
B  -3.62023  1.01937  -3.19122  0.37
B  -1.87539  0.55238  -1.81559  0.47
H  3.54892  -1.49112  -1.38026  0.20
H  1.62203  0.66594  -0.37864  0.62
H  0.70055  -0.15022  0.82759  0.15
H  -1.69332  0.14942  -0.70915  -0.19
H  4.11148  -1.31868  3.97349  0.44
H  2.27042  -1.92464  3.94741  0.31
H  -6.76740  0.04545  -2.77101  0.28
H  1.18872  -3.19256  1.74348  0.35
H  -2.88645  4.44517  -3.00937  0.34
H  -6.87685  1.37808  -0.99076  0.36
H  0.48788  -1.31719  -1.24781  0.15
H  1.39523  -2.37406  -0.21929  0.13
H  2.72204  0.74052  1.71238  0.32
H  -1.13953  4.57552  -2.78516  0.33
H  -0.65174  -1.75908  1.10595  0.15
H  -0.82527  -1.11676  2.74507  0.36
H  -5.34074  2.15812  -2.65007  0.39
H  -3.54350  4.58187  0.36056  0.25
H  -3.02084  5.86620  -0.75276  0.32
H  2.47658  -0.63374  -2.49003  0.41
H  5.19421  -1.69846  0.26106  0.10
H  1.40422  -0.56823  3.25474  0.55
H  4.02724  0.29222  3.24670  0.46
H  3.12648  -2.83674  0.68724  0.38
H  5.92954  -0.20216  1.87245  0.34
H  -6.47352  -0.21403  -0.36379  0.31
H  2.44368  -2.39078  -2.41157  0.42
H  5.76031  -3.00294  1.26989  0.56
H  3.61284  -3.27001  2.33862  0.55
H  6.21522  -1.47644  3.03363  0.31
H  -5.61680  1.27592  -4.12671  0.46
H  3.73329  -0.08070  0.54336  0.60
H  0.64638  -3.23888  3.38274  0.52
H  -4.20170  4.65616  -1.26252  0.31
H  -1.34387  -2.74938  2.36032  0.38
H  -5.20530  1.00349  -0.54149  0.25

The net charge is +1. The gap between HOMO and LUMO comes out at 8.4 eV. Its largest force on an atom is 1.44 eV/A. As for the multiplicity: 1.

***

The following is a quantum chemistry calculation of 2 unconnected molecules or ions with the total composition C16H34Br2NO4, from the OMol25 dataset.

Last column: Mulliken charge in e.
CARTESIAN COORDINATES (ANGSTROEM)
Br  3.72067  0.98789  -1.68683  -0.11
Br  3.48140  3.32321  2.55647  -0.02
O  -2.84789  2.36678  0.93507  -0.37
O  -2.27068  -4.39288  0.63224  -0.55
O  -0.16156  -5.02291  0.09793  -0.34
O  -1.01133  -3.29558  -0.88510  -0.35
N  1.80266  1.67645  1.09179  0.01
C  -2.17093  1.37256  -1.17096  0.57
C  2.75786  0.49300  1.00860  -1.09
C  -1.00923  -7.30656  0.29873  -1.10
C  -0.27578  -6.17258  0.97462  -0.20
C  0.44550  1.49630  0.43396  -1.81
C  1.94871  -1.16118  -0.82245  -1.08
C  -1.24664  -4.26344  0.01494  0.76
C  0.37638  1.71569  -1.07500  0.08
C  2.10149  4.85384  -0.81590  -1.36
C  -2.98236  1.28287  1.83832  -0.58
C  -2.12345  -2.42327  -1.10916  -0.65
C  3.03939  -0.22143  -0.30599  0.17
C  -0.98203  2.31123  -1.44509  -1.20
C  1.66446  4.22361  0.50694  -0.11
C  -3.27003  2.08294  -0.39285  -1.15
C  2.52859  3.01517  0.88477  -0.17
H  3.92223  -0.81122  -0.06622  0.62
H  -1.11986  3.23084  -0.86669  0.45
H  1.34348  5.55426  -1.16503  0.38
H  2.35216  -0.25390  1.69572  0.45
H  -2.48793  -2.01253  -0.16812  0.28
H  0.60860  3.95750  0.49153  -0.07
H  3.30808  2.83142  0.15311  0.32
H  1.57192  1.69372  2.08794  0.54
H  -1.85218  0.50615  -0.57943  -0.54
H  -0.22266  2.19080  0.94447  0.92
H  0.13448  0.49578  0.73388  0.70
H  0.53226  0.77514  -1.60525  0.23
H  -3.27554  1.68370  2.80787  0.24
H  -3.74698  0.57527  1.50530  0.34
H  -2.93571  -2.95748  -1.59893  0.49
H  -0.96201  2.60271  -2.49599  0.43
H  -1.75032  -1.63673  -1.76012  0.10
H  -2.03962  0.73327  1.95993  0.16
H  -0.52435  -7.57120  -0.64071  0.30
H  3.03306  5.40654  -0.69030  0.40
H  -0.99936  -8.18232  0.94820  0.36
H  1.17703  2.37834  -1.39646  0.11
H  -3.49347  3.05101  -0.84583  0.38
H  0.75606  -6.43616  1.19465  0.28
H  1.76387  4.96606  1.29650  0.65
H  -4.19534  1.49768  -0.38138  0.43
H  -0.77249  -5.86209  1.89251  0.33
H  -2.56838  0.96676  -2.10360  0.56
H  3.68665  0.86438  1.43665  0.45
H  1.89296  -1.16206  -1.90829  0.40
H  2.16640  -2.18241  -0.50776  0.38
H  -2.04621  -7.03778  0.10396  0.32
H  2.26575  4.11321  -1.60002  0.31
H  0.96225  -0.91039  -0.43712  -0.05

The net charge is +1. The gap between HOMO and LUMO comes out at 10.0 eV. Its largest force on an atom is 0.13 eV/A. As for the multiplicity: 1.

***

The following is a quantum chemistry calculation of 2 unconnected molecules or ions with the total composition C22H22N2O4S, from the OMol25 dataset.

Last column: Mulliken charge in e.
CARTESIAN COORDINATES (ANGSTROEM)
S  -4.11277  -2.31677  1.60320  1.16
O  -5.35609  -2.06883  1.41564  -0.59
O  2.88445  -1.06439  0.59625  -0.71
O  -3.53154  -3.60392  1.83872  -0.58
O  -0.50034  -1.98652  -1.65123  -0.41
N  1.51699  0.99774  0.05747  0.16
N  -3.72423  -1.42464  3.29404  -0.56
C  4.03311  1.85359  -2.50436  -0.40
C  2.15037  1.58840  -0.90307  -0.60
C  1.70936  2.60506  -1.40658  0.90
C  -3.21588  0.31990  0.58817  -1.88
C  -1.36386  -1.20389  -1.03276  0.57
C  0.56446  -2.09611  1.87706  -0.50
C  3.51565  2.96990  -2.88956  1.02
C  -3.01463  -1.17467  0.62023  0.65
C  -2.32995  0.74473  -0.28207  -0.08
C  -2.59693  -2.03515  3.96353  -1.59
C  2.31722  3.29333  -2.55886  -1.06
C  -2.18191  -2.01100  -0.31623  -0.02
C  0.02096  0.08277  2.30349  -0.78
C  -1.39399  0.16077  -1.11858  -1.13
C  -1.04176  -0.21851  3.23564  -1.30
C  -0.50602  -2.41336  2.63883  0.21
C  4.17630  3.96832  -3.88194  -1.50
C  3.44221  1.15196  -1.45527  -0.24
C  0.84649  -0.58959  1.72023  1.50
C  -1.33733  -1.80876  3.34105  0.85
C  1.68243  -0.29711  0.55858  0.14
C  0.28296  -1.15171  -2.68021  -0.72
H  0.31200  1.17378  2.30694  0.40
H  5.22992  4.37812  -3.51207  0.23
H  -2.75987  -1.74868  4.98293  0.53
H  -0.95505  0.80139  -1.78039  0.92
H  4.45149  3.18548  -4.73300  0.30
H  -0.15207  -0.57575  -3.46654  0.41
H  -2.75948  -3.20961  3.98679  0.33
H  0.92513  -0.57661  -2.20784  0.17
H  -3.71901  0.51380  1.27615  0.98
H  4.01046  0.21361  -0.78485  0.15
H  1.08450  -2.86453  1.27632  0.40
H  -1.92321  -3.09358  -0.04866  0.38
H  1.89503  4.52108  -2.78977  0.12
H  -4.72089  -1.55670  3.75319  0.31
H  0.92928  -2.04422  -3.22253  0.26
H  0.70562  3.08900  -1.17833  0.30
H  5.08614  1.34369  -2.80179  0.19
H  -1.82457  0.29992  3.74314  0.46
H  3.60984  4.49143  -4.44082  0.59
H  -0.57367  -3.87972  2.63859  -0.03
H  -2.34493  1.92133  -0.16025  0.11
H  0.55761  1.34525  0.19136  0.00

The gap between HOMO and LUMO comes out at 7.9 eV. Its largest force on an atom is 19.05 eV/A. The calculation puts the relative energy (zero: lowest compared OMol25 entry of this formula, charge and spin) at 1820.7 kJ/mol. As for the multiplicity: 1.

***

The following is a quantum chemistry calculation of a molecular structure, C52H41INOP2Pt, from the OMol25 dataset.

Last column: Mulliken charge in e.
CARTESIAN COORDINATES (ANGSTROEM)
Pt  1.34153  0.02552  -0.86751  2.21
I  3.41658  1.11185  -1.61469  -0.11
P  -2.09558  -1.83788  1.35859  2.50
P  -0.24560  -1.75660  -1.52159  0.57
O  -0.27330  -3.99740  0.63890  -0.47
N  2.81276  0.68227  2.22893  -0.23
C  -4.93157  -2.15514  1.49522  -0.88
C  1.11077  3.39675  4.08077  -0.98
C  1.33260  -1.68005  -3.94145  -1.05
C  -0.13557  -0.27612  5.20996  -0.62
C  1.42628  3.00266  -0.56910  -0.29
C  -0.82213  -4.38200  -0.56671  0.02
C  -1.48432  -5.84920  3.56525  -0.73
C  1.52746  5.43414  -0.55413  -0.97
C  -0.00145  -1.13516  2.97079  -0.38
C  -0.93482  3.06700  0.92452  -0.35
C  -3.81964  -0.20491  -2.70952  -0.67
C  -3.83805  -1.30685  1.34716  0.35
C  -1.89456  -5.12390  -3.02807  -1.06
C  2.37164  -2.39216  -1.87681  -0.33
C  2.51896  -1.91418  -4.60738  -0.74
C  0.86676  4.24135  -0.17130  0.97
C  -2.13389  -0.49580  3.88540  -0.87
C  -1.44802  -3.83424  -2.82357  -0.26
C  -3.46363  0.89506  -3.47386  -0.84
C  3.64083  -2.37602  -3.91573  -0.63
C  3.29148  4.18114  -1.62677  -0.55
C  -2.06839  -3.49999  2.15688  0.90
C  -4.07033  0.03161  1.02276  -0.50
C  -2.53117  -5.03176  3.96860  -0.92
C  -1.03504  -4.35531  1.76504  -1.47
C  0.74937  1.79101  -0.24617  -0.37
C  -2.84029  -1.03132  -2.17839  -0.82
C  1.24704  -1.91148  -2.56173  0.57
C  -0.91805  -3.44296  -1.58877  1.34
C  -2.80483  -3.86142  3.28562  -0.65
C  -1.38553  -1.01751  2.83402  0.92
C  -2.12220  1.17696  -3.69580  -0.92
C  0.61743  -0.78451  4.16120  -0.77
C  -6.22683  -1.67069  1.35094  -0.75
C  3.67420  2.59769  3.42668  -0.64
C  -6.44492  -0.33198  1.06195  -0.71
C  3.47401  3.73380  4.19293  -0.54
C  2.68909  5.40821  -1.27154  -0.68
C  -1.49126  -0.75989  -2.40304  1.18
C  -1.50713  -0.11522  5.06430  -0.82
C  3.56870  -2.61576  -2.55649  -0.75
C  2.19006  4.14798  4.52185  -0.79
C  1.30031  2.25018  3.32448  0.66
C  -1.14022  0.36152  -3.15656  -0.77
C  -0.32276  4.23983  0.59594  -1.13
C  -1.79762  -6.04886  -1.99575  -0.83
C  2.58832  1.84064  2.97974  0.26
C  -0.40450  1.83179  0.48863  0.84
C  -0.72300  -5.50934  2.46056  0.19
C  -5.35942  0.52019  0.89705  -0.63
C  -1.26583  -5.68424  -0.77407  -0.63
C  2.65419  3.03582  -1.26633  0.67
H  2.08058  0.41596  1.59858  -0.16
H  -0.92827  0.90540  0.71637  -0.76
H  -1.52201  -3.11465  -3.62921  0.42
H  -1.25353  -6.74973  4.11909  0.42
H  -4.78551  -3.20637  1.70559  0.51
H  -3.11509  -5.29230  4.84171  0.45
H  -1.83008  3.07117  1.53351  0.58
H  0.47223  -1.31253  -4.48493  0.41
H  -7.45385  0.04484  0.95705  0.41
H  4.33160  4.29986  4.53381  0.40
H  -3.23229  0.70139  0.85877  0.33
H  2.03445  5.03617  5.11902  0.43
H  0.11510  -6.11436  2.13952  0.61
H  -3.57515  -3.19787  3.65955  0.51
H  -3.20847  -0.39388  3.78753  0.43
H  0.10124  3.69690  4.33490  0.45
H  1.09076  6.38181  -0.26416  0.46
H  -1.83693  2.03849  -4.28567  0.48
H  4.68189  2.29111  3.16681  0.36
H  -4.86234  -0.42561  -2.51928  0.49
H  -1.19125  -6.40837  0.02372  0.52
H  -0.09870  0.60345  -3.32923  0.31
H  -5.52008  1.56408  0.65860  0.47
H  0.34855  0.00164  6.13705  0.42
H  -2.31300  -5.40616  -3.98449  0.47
H  -2.13829  -7.06524  -2.14354  0.44
H  3.17053  6.33159  -1.56373  0.41
H  4.56455  -2.55818  -4.44913  0.42
H  1.68789  -0.90449  4.26247  0.40
H  4.23369  4.16819  -2.15806  0.45
H  0.58802  -1.55314  2.15909  0.29
H  -0.73223  5.18660  0.92537  0.39
H  3.72095  0.64833  1.79344  0.29
H  2.57668  -1.74323  -5.67454  0.47
H  -4.22892  1.53261  -3.89692  0.42
H  4.43020  -2.98985  -2.01841  0.48
H  -7.06527  -2.34475  1.47123  0.44
H  -3.13270  -1.88552  -1.58350  0.35
H  2.30715  -2.61559  -0.81482  0.40
H  0.44618  1.65430  3.02241  0.40
H  -2.09576  0.28918  5.87817  0.48

The net charge is +1. The gap between HOMO and LUMO comes out at 5.9 eV. Its largest force on an atom is 2.07 eV/A. The calculation puts the relative energy (zero: lowest compared OMol25 entry of this formula, charge and spin) at 260.1 kJ/mol. As for the multiplicity: 1.

***

Number 1: molecular weight 126.2 u. Number 2: molecular weight 340.9 u. Number 3: molecular weight 464.3 u. Number 4: molecular weight 410.5 u. Number 5: molecular weight 1079.8 u.